C7H13N2O | ωB97M-V with the def2-TZVPD basis set

```
! wB97M-V def2-TZVPD RIJCOSX def2/J DEFGRID3
* xyz 1 1
C -1.30 1.54 1.41
C -1.86 0.26 -0.19
C -1.79 1.56 -0.66
C -2.05 -1.16 -0.80
C 1.33 1.04 -0.07
C 2.64 -1.16 -0.44
C 1.55 -0.43 0.16
N -1.54 0.25 1.20
N 0.67 -1.08 0.91
O -1.46 2.38 0.40
H -0.93 2.00 2.24
H -1.36 -1.75 -0.19
H -3.12 -1.50 -0.67
H -1.77 -1.27 -1.97
H 0.87 1.59 0.83
H 2.23 1.51 -0.38
H 0.43 1.06 -0.86
H 2.73 -1.13 -1.59
H 3.64 -0.82 -0.05
H 2.70 -2.23 -0.26
H -2.23 2.03 -1.51
H -0.21 -0.71 1.28
H 0.84 -2.00 1.22
*
```

Summary:
E: -458.981778 a.u.
molecular weight: 141.19 g/mol
HOMO-LUMO gap: 9.040 eV
E_HOMO: -13.23 eV
relative energy (zero: lowest compared OMol25 entry of this formula, charge and spin): 57.8 kcal/mol

---

C7H13N2O | ωB97M-V with the def2-TZVPD basis set

```
! wB97M-V def2-TZVPD RIJCOSX def2/J DEFGRID3
* xyz 1 1
C -0.40 0.35 -0.23
C 0.35 -1.84 1.14
C -1.59 -1.76 -0.51
C -2.41 -0.54 0.00
C -0.09 -1.34 -0.16
C 0.12 2.60 -0.62
C 1.96 1.04 -0.07
N 1.00 -1.20 2.01
N 0.49 1.27 -0.33
O -1.65 0.61 -0.40
H 0.23 -2.98 1.20
H -2.00 -2.64 0.09
H -1.79 -1.73 -1.58
H -3.34 -0.36 -0.53
H -2.62 -0.52 1.12
H 0.41 -1.80 -0.97
H 1.05 3.23 -0.83
H -0.30 3.16 0.11
H -0.49 2.59 -1.42
H 2.31 1.48 0.88
H 2.44 1.35 -1.03
H 2.12 0.00 0.10
H 1.08 -1.76 2.85
*
```

Summary:
E: -458.963505 a.u.
SMILES: [H]/N=C/[C@H]1CCOC1=[N+](C)C
molecular weight: 141.19 g/mol
HOMO-LUMO gap: 10.982 eV
E_HOMO: -14.16 eV
relative energy (zero: lowest compared OMol25 entry of this formula, charge and spin): 69.3 kcal/mol

---

C7H13N2O | ωB97M-V with the def2-TZVPD basis set

```
! wB97M-V def2-TZVPD RIJCOSX def2/J DEFGRID3
* xyz 1 3
C 0.88 1.37 0.35
C 0.79 2.66 0.16
C -2.12 0.38 -0.02
C -0.21 -1.23 0.33
C 1.13 -1.04 1.02
C -3.15 -0.78 -0.33
C 2.05 0.00 -1.13
N -1.01 -0.05 0.55
N 1.74 0.17 0.34
O -2.31 1.55 -0.22
H 1.67 3.24 0.46
H -0.22 2.87 -0.18
H -0.08 -1.48 -0.71
H -0.66 -2.11 0.76
H 1.00 -1.05 2.04
H 1.73 -1.84 0.86
H -3.31 -1.39 0.58
H -2.72 -1.22 -1.16
H -4.14 -0.23 -0.36
H 2.88 0.55 -1.34
H 2.48 -0.98 -1.17
H 1.06 0.10 -1.58
H 2.55 0.49 0.75
*
```

Summary:
E: -458.749729 a.u.
molecular weight: 141.19 g/mol
HOMO-LUMO gap (spin up / spin down): 8.790 / 7.085 eV
E_HOMO (spin up / spin down): -11.84 / -13.34 eV
relative energy (zero: lowest compared OMol25 entry of this formula, charge and spin): 57.5 kcal/mol
expectation value of S²: 2.024

---

C7H13N2O2S | ωB97M-V with the def2-TZVPD basis set

```
! wB97M-V def2-TZVPD RIJCOSX def2/J DEFGRID3
* xyz 1 1
C 3.04 0.88 -0.14
C 2.34 -1.51 -0.22
C 2.50 -0.51 0.71
C -2.77 1.19 -0.54
C -1.25 -1.89 0.23
C -1.40 0.95 -1.01
C -0.84 -0.63 0.97
N 2.04 1.74 -0.16
N -0.44 0.45 0.08
O 4.05 0.79 -0.68
O 2.33 -2.37 -0.99
S 0.49 1.64 0.76
H 3.26 -0.77 1.44
H 1.59 -0.23 1.20
H -3.42 1.59 -1.33
H -3.44 0.25 -0.24
H -2.84 1.89 0.28
H -1.67 -1.86 -0.70
H -0.26 -2.44 0.06
H -1.79 -2.65 0.96
H -0.96 1.87 -1.37
H -1.23 0.18 -1.79
H 0.06 -0.86 1.69
H -1.71 -0.35 1.49
H 2.32 2.65 -0.69
*
```

Summary:
E: -932.335637 a.u.
molecular weight: 189.26 g/mol
HOMO-LUMO gap: 8.394 eV
E_HOMO: -13.21 eV
relative energy (zero: lowest compared OMol25 entry of this formula, charge and spin): 81.0 kcal/mol

---

C7H13N2OS | ωB97M-V with the def2-TZVPD basis set

```
! wB97M-V def2-TZVPD RIJCOSX def2/J DEFGRID3
* xyz 1 1
C -1.31 -0.69 0.88
C 0.05 -1.40 -1.25
C 1.85 -0.41 0.07
C -1.27 0.97 -1.23
C 0.47 1.93 -0.16
C -0.59 -0.20 -0.41
C 0.69 0.50 0.12
N -0.61 0.00 1.96
N 1.19 -1.75 -0.41
O -0.35 1.92 -1.30
S -1.40 1.33 2.45
H -2.36 -0.72 0.89
H -1.14 -1.77 1.02
H -0.55 -2.26 -1.52
H 0.41 -0.90 -2.18
H 2.45 -0.10 -0.78
H 2.48 -0.28 0.87
H -1.49 0.66 -2.33
H -2.18 1.23 -0.71
H 0.07 2.28 0.78
H 1.36 2.56 -0.24
H 0.83 -2.16 0.49
H 2.02 -2.41 -0.70
H -0.62 1.71 3.67
*
```

Summary:
E: -857.026491 a.u.
molecular weight: 173.26 g/mol
HOMO-LUMO gap (spin up / spin down): 7.870 / 8.188 eV
E_HOMO (spin up / spin down): -11.54 / -11.57 eV
relative energy (zero: lowest compared OMol25 entry of this formula, charge and spin): 128.1 kcal/mol

---

C7H13N2S | ωB97M-V with the def2-TZVPD basis set

```
! wB97M-V def2-TZVPD RIJCOSX def2/J DEFGRID3
* xyz 1 1
C 3.17 1.08 0.02
C 3.42 -0.06 0.83
C 2.46 0.94 -1.09
C 2.79 -1.13 0.36
C -2.08 1.18 0.32
C -0.35 -0.51 0.48
C -1.26 0.16 -0.51
N -0.45 -1.77 0.65
N -2.10 -0.91 -1.07
S 1.79 -0.70 -1.07
H 3.61 2.03 0.14
H 4.25 0.04 1.50
H 2.31 1.45 -1.97
H -1.50 1.85 0.75
H -2.70 1.78 -0.32
H -2.68 0.59 1.16
H 0.36 0.09 1.12
H -0.62 0.75 -1.21
H -1.20 -2.22 0.01
H 0.23 -2.35 1.08
H -3.02 -0.96 -0.50
H 2.87 -2.14 0.68
H -2.16 -0.84 -2.07
*
```

Summary:
E: -781.914443 a.u.
molecular weight: 157.26 g/mol
HOMO-LUMO gap: 8.789 eV
E_HOMO: -12.83 eV
relative energy (zero: lowest compared OMol25 entry of this formula, charge and spin): 61.6 kcal/mol

---

C7H13N2S | ωB97M-V with the def2-TZVPD basis set

```
! wB97M-V def2-TZVPD RIJCOSX def2/J DEFGRID3
* xyz 1 1
C 1.91 -1.48 0.48
C 1.65 -1.78 -0.78
C 0.18 -0.25 0.01
C 2.30 -2.70 -1.79
C -1.95 1.44 -1.33
C -1.70 1.97 2.75
C -1.50 1.53 0.11
N 1.12 -0.46 0.92
N 0.49 -1.00 -1.02
S -2.51 1.22 1.33
H 2.70 -1.98 1.16
H 3.25 -2.14 -2.01
H 2.63 -3.78 -1.57
H 1.73 -2.59 -2.74
H -2.76 0.67 -1.36
H -2.39 2.41 -1.59
H -1.13 1.50 -2.03
H -0.91 2.81 2.57
H -0.93 1.18 3.22
H -2.44 2.35 3.48
H -0.74 2.34 0.25
H 0.94 -0.30 1.89
H 0.08 -0.96 -1.92
*
```

Summary:
E: -781.881597 a.u.
molecular weight: 157.26 g/mol
HOMO-LUMO gap: 8.749 eV
E_HOMO: -12.64 eV
relative energy (zero: lowest compared OMol25 entry of this formula, charge and spin): 82.2 kcal/mol

---

C7H13N3O2 | ωB97M-V with the def2-TZVPD basis set

```
! wB97M-V def2-TZVPD RIJCOSX def2/J DEFGRID3
* xyz 0 3
C 0.91 1.00 -0.06
C 2.06 -0.14 -0.10
C -1.23 1.22 0.94
C -2.29 -0.81 -0.62
C -2.83 0.27 -1.47
C 1.63 -2.06 1.30
C 1.62 0.62 -1.31
N -0.40 0.60 0.16
N 1.76 -1.46 0.02
N -2.37 0.66 1.38
O -2.47 -0.63 0.79
O -1.83 -1.91 -0.87
H 1.20 1.98 0.51
H 3.08 0.22 0.36
H -1.16 2.27 1.37
H -2.99 -0.10 -2.48
H -2.05 1.12 -1.49
H -3.68 0.74 -0.99
H 0.97 -1.43 1.94
H 2.66 -2.11 1.81
H 1.19 -2.96 1.23
H 2.47 1.29 -1.51
H 1.17 0.11 -2.15
H -3.24 1.17 1.58
H 0.99 -1.65 -0.50
*
```

Summary:
E: -588.981748 a.u.
molecular weight: 171.20 g/mol
HOMO-LUMO gap (spin up / spin down): 5.249 / 6.904 eV
E_HOMO (spin up / spin down): -4.31 / -8.69 eV
relative energy (zero: lowest compared OMol25 entry of this formula, charge and spin): 77.5 kcal/mol
expectation value of S²: 2.011

---

C7H13N3O3 | ωB97M-V with the def2-TZVPD basis set

```
! wB97M-V def2-TZVPD RIJCOSX def2/J DEFGRID3
* xyz 0 1
C -1.14 1.35 -0.18
C 0.15 1.09 0.84
C -0.02 -1.13 0.01
C -0.47 1.12 2.25
C 3.02 -0.95 -0.59
C -2.46 0.19 -1.81
C 1.84 0.06 -0.75
N -1.57 0.28 -0.70
N 0.80 -0.11 0.30
N -0.76 -1.85 0.94
O -1.41 2.52 -0.36
O -1.66 -2.59 0.60
O -0.50 -1.57 2.13
H 0.85 1.97 0.63
H 0.38 -1.80 -0.76
H -1.33 0.40 2.30
H -0.87 2.08 2.22
H 0.10 1.01 3.16
H 2.92 -1.56 0.30
H 2.91 -1.63 -1.43
H 4.01 -0.49 -0.61
H -3.51 0.17 -1.39
H -2.61 1.04 -2.53
H -2.17 -0.65 -2.36
H 2.16 1.09 -0.54
H 1.34 -0.03 -1.67
*
```

Summary:
E: -664.290346 a.u.
molecular weight: 187.20 g/mol
HOMO-LUMO gap: 6.965 eV
E_HOMO: -8.68 eV
relative energy (zero: lowest compared OMol25 entry of this formula, charge and spin): 177.9 kcal/mol

---

C7H13N3O4 | ωB97M-V with the def2-TZVPD basis set

```
! wB97M-V def2-TZVPD RIJCOSX def2/J DEFGRID3
* xyz 0 1
C 0.04 -0.82 0.92
C 0.55 -1.68 -0.32
C 1.15 0.20 1.29
C 0.62 1.41 2.16
C -1.05 -0.51 -1.91
C -0.38 0.88 -2.04
C -2.36 -0.52 -1.05
H 0.66 -2.53 1.86
H 0.07 -1.45 3.06
H -0.98 -0.37 0.71
H 1.91 -0.40 1.88
H 1.60 0.64 0.44
H -0.18 2.11 0.36
H -0.74 2.91 1.81
H 0.47 -1.95 -2.26
H -1.53 -0.80 -2.88
H -2.21 -0.16 -0.07
H -3.18 -0.08 -1.62
H -2.53 -1.58 -0.85
H 1.23 1.82 -1.91
N -0.07 -1.78 2.09
N -0.08 2.28 1.35
N -0.06 -1.45 -1.52
O 1.52 -2.41 -0.20
O 0.68 1.48 3.40
O -1.08 1.65 -2.72
O 0.81 1.13 -1.51
*
```

Summary:
E: -739.759011 a.u.
SMILES: C[C@H](NC(=O)[C@@H](N)CC(N)=O)C(=O)O
molecular weight: 203.20 g/mol
HOMO-LUMO gap: 9.344 eV
E_HOMO: -9.19 eV
relative energy (zero: lowest compared OMol25 entry of this formula, charge and spin): 52.4 kcal/mol